Record 1
The following is a quantum chemistry calculation of a molecular structure, C35H47GeLaNOPSi in a non-equilibrium geometry, from the OMol25 dataset.

As for the LUMO energy: 4.4 eV. For the frontier orbital gap, the calculation gives 4.100 eV. As for the multiplicity: 1. Its total charge is -2. The molar mass is 768.343 g mol⁻¹. The calculation puts the total energy at -115132.779 eV.

Last column: Löwdin charge in e.
Positions of all 88 atoms, in Å:
C (5.1243, -1.7214, -1.2605)  -0.19
H (-2.4850, 5.3811, -0.1403)  0.07
C (-4.2049, 1.1115, -2.3136)  -0.11
H (4.0870, -0.7553, 2.3850)  0.01
H (-0.9302, 0.8382, 4.2761)  0.05
C (-2.5784, 0.9087, -3.9985)  -0.10
C (2.8754, 2.3784, -2.6868)  -0.18
C (0.6332, 2.9527, -3.3716)  -0.06
H (-1.0824, -0.8962, 4.7016)  0.07
Ge (-2.5375, -3.2718, 1.7698)  0.59
H (-2.7046, 3.4494, -1.5141)  0.08
C (2.5766, 1.8571, -4.1015)  -0.18
C (3.1523, 1.0233, -2.1275)  -0.17
H (3.5373, -0.1938, -3.8796)  0.12
C (-2.2869, 3.3349, -0.5384)  -0.15
H (1.4556, 1.8502, 4.5550)  0.06
H (0.8165, 2.3167, -5.4244)  0.09
H (-3.3102, -1.1142, 0.4757)  -0.06
C (0.3792, -0.3165, -2.6863)  -0.19
H (5.1787, -2.0452, 1.9473)  0.03
O (1.2935, -0.3448, 3.4020)  -0.49
C (2.7198, 0.4170, -3.5063)  -0.18
H (-0.8800, 0.1980, 5.9826)  0.05
C (-3.1232, -4.4025, 3.2475)  -0.25
H (5.4695, -2.6818, -0.7869)  0.04
C (-2.1724, 4.4457, 0.2639)  -0.12
C (1.2001, 2.4098, -4.4383)  -0.04
H (-0.2417, 3.5939, -3.3961)  0.11
C (1.0388, 1.6099, -1.2006)  -0.20
H (5.9276, -1.0376, -1.2228)  0.00
H (3.5817, 3.1662, -2.4972)  0.13
C (-1.1150, 3.0644, 1.9695)  -0.19
H (0.8517, -2.3409, 5.0541)  0.08
H (-1.2300, 5.1162, 2.1846)  0.09
C (-0.7718, -2.6789, 1.7825)  -0.64
H (-0.4222, -0.9838, -2.9706)  0.08
H (-6.2464, 1.1568, -3.0288)  0.09
H (-0.0788, -3.2580, 2.4359)  -0.15
H (-1.5898, 0.8227, -4.4087)  0.08
H (-3.3020, -3.7959, 4.0867)  -0.02
Si (3.6869, -1.4081, -0.0308)  0.44
C (-3.0499, -4.1964, 0.0118)  -0.28
C (2.2330, 0.7073, -0.9718)  -0.26
C (-5.1903, 1.0488, -3.3107)  -0.11
H (-2.9436, -3.3914, -0.7516)  0.00
H (3.2016, -3.9556, 0.2195)  0.02
C (-0.0165, 0.5616, -1.6290)  -0.46
C (-3.6007, -1.5316, 1.4334)  -0.26
C (4.7129, -1.1150, 1.5560)  -0.17
C (-4.8690, 1.0112, -4.6540)  -0.15
H (2.8203, 0.9667, 5.3340)  0.10
H (-5.6768, 0.9079, -5.3769)  0.09
H (-4.0876, -4.6236, 0.0348)  -0.01
H (1.2946, 1.2772, 6.3096)  0.06
H (-4.0913, -4.6343, 2.9536)  -0.04
H (4.8681, -1.9690, -2.2331)  -0.01
P (-1.7492, 0.6844, -1.1877)  1.02
C (-1.8084, 2.1361, -0.1011)  -0.45
H (1.4587, 3.7695, -1.6382)  0.14
H (2.5824, -3.0855, -1.2537)  0.03
N (2.4509, -0.2056, -0.0577)  -0.06
H (-3.4117, -0.7871, 2.2023)  -0.02
C (1.4753, 2.8108, -2.1677)  -0.17
H (1.4696, -1.4478, -4.0037)  0.04
H (3.2554, 2.0788, -4.8872)  0.11
H (-4.4715, 1.0400, -1.2598)  0.10
H (0.6613, 1.9176, -0.1744)  0.11
C (1.6777, 1.1068, 5.3050)  -0.07
H (-2.3178, -4.9477, -0.3076)  -0.02
H (-0.7349, 3.0767, 2.9763)  0.06
H (5.4853, -0.3987, 1.5456)  -0.01
H (1.8370, -2.9694, 0.2833)  -0.02
La (0.1259, -0.4980, 1.4273)  1.62
H (-3.3021, 0.7406, -6.0587)  0.09
H (2.4451, -1.6077, 5.3126)  0.04
C (-1.5501, 4.2794, 1.5097)  -0.15
C (-1.2366, 1.8614, 1.2177)  -0.24
C (-3.5582, 0.9038, -5.0207)  -0.10
C (0.9630, -0.1256, 4.7449)  -0.74
H (-2.5853, -5.3243, 3.4459)  0.01
C (1.4822, -0.4999, -3.5307)  -0.09
C (2.8085, -3.0555, -0.1963)  -0.16
H (1.2062, -1.4034, 6.5743)  0.07
H (4.1708, 0.7986, -1.7874)  0.13
H (-4.6872, -1.6579, 1.4001)  -0.02
C (1.4014, -1.4676, 5.4741)  -0.06
C (-0.5919, 0.0690, 4.9570)  -0.05
C (-2.8488, 0.9886, -2.6590)  -0.36

Record 2
The following is a quantum chemistry calculation of 5 unconnected molecules or ions with the total composition C35H47IN2O3 in a non-equilibrium geometry, from the OMol25 dataset.

As for the SMILES: NCCCCCN(CCO)C(=O)OCCCI.c1ccccc1.c1ccccc1.c1ccccc1.c1ccccc1. As for the LUMO energy: 0.6 eV. For the frontier orbital gap, the calculation gives 9.550 eV. As for the multiplicity: 1. The molar mass is 670.676 g mol⁻¹. The calculation puts the total energy at -54277.133 eV.

Last column: Löwdin charge in e.
Positions of all 88 atoms, in Å:
C (-1.3782, -0.1087, -4.2003)  -0.37
H (4.2497, 1.3705, 5.9051)  0.11
H (1.9382, 1.6729, 6.7281)  0.07
C (-8.6296, -3.9564, -0.4756)  -0.11
H (0.8763, 2.8233, 10.7213)  0.10
H (7.8790, -0.0564, 6.3898)  0.10
C (-6.3325, -3.1070, -1.7978)  -0.09
C (1.3281, 2.2607, 7.4057)  -0.09
H (1.6578, 2.0439, -2.3198)  0.12
H (-1.1747, 4.5517, 7.3748)  0.10
C (-0.3810, 2.0473, -1.3020)  -0.60
C (-0.4200, 3.8798, 7.7690)  -0.10
C (3.7323, 0.6543, 5.2749)  -0.12
I (0.1836, 1.0405, 0.5739)  0.83
C (-7.3760, -4.2345, 0.0600)  -0.10
H (-3.5297, -0.7069, -5.7795)  0.14
H (-2.3305, -0.0047, -7.9364)  0.11
C (2.2325, 0.1825, 3.4490)  -0.12
O (-0.6875, -0.4845, -2.9925)  -0.06
H (8.6848, -4.8387, 5.3865)  0.10
H (-0.1403, -1.4466, -7.0408)  0.13
C (2.3981, -1.1817, 3.6661)  -0.08
C (8.5052, -3.7926, 5.6091)  -0.10
C (0.5802, 1.6993, -2.5232)  -0.27
C (8.0521, -1.1052, 6.1732)  -0.10
H (-2.1933, 5.5787, -6.2931)  0.07
C (0.6124, 0.1497, -2.9267)  -0.22
C (3.2358, -1.6284, 4.6831)  -0.09
H (-0.2382, 3.2689, -8.4217)  0.11
H (-7.2938, -4.7839, 0.9919)  0.10
H (2.7744, 2.1646, 4.0809)  0.11
H (1.1872, -0.3857, -2.0813)  0.11
H (-5.2501, -4.0220, -0.1811)  0.10
H (1.8741, -1.8976, 3.0414)  0.10
C (0.3647, 3.1279, 6.9004)  -0.09
H (-1.4902, 1.8568, -1.5134)  0.06
H (6.6124, -1.1718, 4.5779)  0.09
C (9.2115, -3.1676, 6.6323)  -0.10
H (1.2509, -0.0401, -3.8697)  0.13
H (0.2253, 2.2774, -3.4546)  0.11
C (2.9015, 1.1008, 4.2518)  -0.10
H (-1.8240, 5.2080, -8.5779)  0.10
H (-1.7017, 2.5514, -9.3437)  0.11
H (0.3157, 0.0647, -6.0908)  0.13
C (-0.2352, 3.7707, 9.1439)  -0.10
O (-1.9917, 0.9883, -4.1376)  0.09
H (0.2248, 3.2171, 5.8279)  0.10
H (-7.6696, -2.2779, -3.2637)  0.10
H (-3.2574, 4.1216, -8.1067)  0.11
C (7.5675, -3.0753, 4.8729)  -0.09
C (3.9009, -0.7099, 5.4898)  -0.11
C (-0.5773, -0.5315, -6.4996)  -0.17
C (-2.1359, 4.3143, -7.9425)  -0.29
H (-2.5475, 2.0465, -6.6054)  0.11
C (1.5090, 2.1477, 8.7809)  -0.09
H (-0.6467, 0.4268, -8.4964)  0.12
H (-2.6497, -2.0111, -6.7361)  0.14
H (-4.0211, -1.1328, -3.7428)  0.09
N (-1.3762, -1.0125, -5.3440)  -0.10
H (1.5815, 0.5309, 2.6533)  -0.07
C (-3.1419, -2.6547, -4.5966)  -0.18
H (-0.2708, 3.1726, -1.0819)  0.06
C (-7.5869, -2.8261, -2.3310)  -0.09
H (-3.8017, -3.4229, -5.1191)  0.12
C (-1.3298, 0.3863, -7.5641)  -0.18
H (-0.9427, 4.5200, -6.2214)  0.07
H (7.0124, -3.5639, 4.0789)  0.10
H (9.5320, -1.3383, 7.7149)  0.10
C (0.7306, 2.9063, 9.6493)  -0.10
H (2.2575, 1.4688, 9.1754)  0.10
C (-2.7222, -1.5300, -5.6938)  -0.15
H (-5.4360, -2.7788, -2.3162)  0.07
H (-2.1493, -3.1204, -4.2648)  0.13
N (-1.9486, 4.5856, -6.4735)  -0.05
C (-6.2273, -3.8076, -0.5999)  -0.09
H (9.9399, -3.7276, 7.2090)  0.10
H (3.3700, -2.6921, 4.8480)  0.10
H (-9.5250, -4.2915, 0.0376)  0.10
H (4.5504, -1.0580, 6.2859)  0.10
H (-9.7136, -3.0259, -2.0822)  0.10
C (-1.3400, 2.9533, -8.3416)  -0.19
C (8.9831, -1.8248, 6.9154)  -0.10
C (7.3418, -1.7315, 5.1535)  -0.10
H (-0.7377, 2.1820, -6.3428)  0.10
C (-8.7358, -3.2482, -1.6683)  -0.10
C (-1.5379, 1.9195, -7.1188)  -0.22
H (-0.8444, 4.3596, 9.8214)  0.10
O (-3.8939, -2.0790, -3.4912)  -0.12

Q: Look up the LUMO of the first one.
A: 4.4 eV

Q: Which of these has the highest molar mass?
A: C35H47GeLaNOPSi